1.
Entry from OMol25: a molecular structure, C60H44N9SV at a distorted geometry (ωB97M-V/def2-TZVPD).

As for the largest force on an atom: 4.24 eV Å⁻¹. As for the spin multiplicity: 2. The expectation value of S² is 0.8117. Its charge is -1. The calculation puts the lowest unoccupied orbital energy (spin up / spin down) at 1.329 / 1.311 eV. The value obtained for the HOMO energy (spin up / spin down) is -3.21 / -3.22 eV. As for the total energy: -4147.69986 a.u. The value obtained for the orbital gap (spin up / spin down) is 4.536 / 4.532 eV.

Last column: Mulliken spin population.
Cartesian coordinates (Å):
V -1.0853 0.3507 0.2496  0.97
C -8.7519 1.6366 0.2458  0.01
C -8.2774 0.3293 0.2293  -0.01
C -6.9510 0.0582 0.4845  0.01
C -6.0432 1.1010 0.7526  0.00
C -6.5433 2.4180 0.7545  0.01
C -7.8720 2.6779 0.5100  0.00
C -4.6491 0.8738 0.9336  0.01
C -3.5997 1.8995 0.7482  0.00
C -2.7375 2.1728 1.9483  0.02
C -1.5490 1.5949 1.8622  -0.05
C -2.6056 1.3953 -0.1938  -0.15
C -3.2977 1.5747 -1.4792  -0.01
C -4.6302 1.1079 -1.9206  0.00
C -5.6795 2.0068 -2.0698  0.00
C -6.9041 1.5765 -2.5395  0.00
C -7.0908 0.2482 -2.8789  0.00
C -6.0399 -0.6467 -2.7563  0.00
C -4.8112 -0.2210 -2.2938  0.00
C -2.2093 1.1984 -2.4122  -0.01
N -1.3314 0.3475 -1.8385  -0.03
C -0.6481 -0.3022 -2.8201  0.02
C 0.0583 -1.4990 -2.5509  -0.03
C 0.5261 -2.3167 -3.6749  -0.01
C 1.2795 -1.7803 -4.7238  0.00
C 1.6349 -2.5561 -5.8129  0.00
C 1.2646 -3.8907 -5.8777  0.00
C 0.5122 -4.4382 -4.8492  0.00
C 0.1516 -3.6638 -3.7641  -0.01
C 0.0916 -2.0359 -1.2391  0.06
C 0.7299 -3.2464 -0.8356  -0.01
C 0.4362 -3.4296 0.4894  0.01
C -0.3860 -2.3346 0.8945  0.00
N -0.5614 -1.5073 -0.1648  0.01
C -1.1223 -2.2409 2.1168  0.02
C -2.4448 -1.6855 2.0341  0.00
C -3.6355 -2.1356 2.6750  -0.01
C -4.6523 -1.3241 2.2429  0.01
C -4.0652 -0.3415 1.3899  -0.01
N -2.7387 -0.6432 1.2285  0.00
C -0.5525 -2.7357 3.3526  0.00
C 0.8125 -3.0764 3.4336  0.01
C 1.3820 -3.5300 4.6037  0.00
C 0.6416 -3.6104 5.7728  0.01
C -0.6822 -3.2023 5.7422  0.00
C -1.2631 -2.7751 4.5671  0.00
C -1.0662 0.2373 -4.0724  -0.02
C -2.0547 1.1667 -3.8068  0.00
N -3.1700 2.6796 -0.4699  0.02
H -9.7926 1.8445 0.0430  0.00
H -8.9587 -0.4789 -0.0107  0.00
H -6.5840 -0.9554 0.4164  0.00
H -5.8523 3.2260 0.9485  0.00
H -8.2299 3.7001 0.5075  0.00
H -3.1196 2.7301 2.7996  0.00
H -0.8306 1.7151 2.6797  0.00
H -5.5226 3.0406 -1.8029  0.00
H -7.7159 2.2816 -2.6363  0.00
H -8.0532 -0.0850 -3.2380  0.00
H -6.1794 -1.6829 -3.0285  0.00
H -3.9813 -0.9106 -2.2144  0.00
H 1.5766 -0.7427 -4.6746  0.00
H 2.2057 -2.1142 -6.6197  0.00
H 1.5554 -4.5012 -6.7220  0.00
H 0.1966 -5.4730 -4.9033  0.00
H -0.4721 -4.0878 -2.9905  0.00
H 1.3516 -3.8772 -1.4465  0.00
H 0.6545 -4.3019 1.0769  0.00
H -3.7448 -3.0135 3.2845  0.00
H -5.6806 -1.3768 2.5500  0.00
H 1.4500 -2.9494 2.5728  0.00
H 2.4260 -3.8121 4.6093  0.00
H 1.0978 -3.9333 6.6994  0.00
H -1.2673 -3.2103 6.6529  0.00
H -2.2795 -2.4280 4.6020  0.00
H -0.7142 -0.0610 -5.0435  0.00
H -2.6112 1.7610 -4.5084  0.00
C 5.2201 -0.5247 0.0359  0.00
C 4.6478 0.0440 1.2708  0.00
N 5.2886 0.6765 2.2047  0.00
N 4.3522 0.9871 3.1414  0.00
C 3.1167 0.5502 2.7910  0.00
S 1.6952 0.6252 3.6122  0.00
N 3.3192 -0.0556 1.5732  0.00
N 2.3683 -0.7433 0.8447  0.01
H 6.3027 -0.5255 0.1023  0.00
H 4.9079 0.0775 -0.8163  0.00
H 4.8436 -1.5356 -0.1069  0.00
H 4.5919 1.4895 3.9794  0.00
H 1.9647 -0.1498 0.1110  -0.01
H 1.5982 -0.9749 1.4817  -0.01
N 0.2292 1.3607 -0.0133  -0.15
C 0.9345 2.4195 -0.0726  0.06
C 0.3882 3.6568 0.5712  0.07
C -0.4708 4.4890 -0.1378  0.03
C -1.0425 5.5853 0.4839  0.00
C -0.7809 5.8440 1.8188  0.00
C 0.0714 5.0162 2.5281  0.00
C 0.6597 3.9290 1.9073  0.03
C 2.2356 2.4749 -0.7253  0.00
C 3.2017 3.4190 -0.3489  0.05
C 4.4526 3.4153 -0.9276  -0.02
C 4.7594 2.5004 -1.9252  0.04
C 3.7937 1.5953 -2.3516  -0.02
C 2.5537 1.5656 -1.7482  0.02
H -0.7060 4.2578 -1.1676  0.00
H -1.7181 6.2239 -0.0678  0.00
H -1.2450 6.6887 2.3081  0.00
H 0.2501 5.2005 3.5774  0.00
H 1.3068 3.2675 2.4652  0.00
H 2.9602 4.1440 0.4142  0.01
H 5.2031 4.1225 -0.5994  0.00
H 5.7449 2.4940 -2.3671  0.00
H 4.0221 0.9066 -3.1557  0.00
H 1.7933 0.8675 -2.0750  0.02



2.
Entry from OMol25: a molecular structure, C60H45MnN3OP2S2 at a distorted geometry (ωB97M-V/def2-TZVPD).

As for the largest force on an atom: 1.37 eV Å⁻¹. As for the spin multiplicity: 2. The expectation value of S² is 0.7755. Its charge is +2. The calculation puts the lowest unoccupied orbital energy (spin up / spin down) at -5.179 / -5.107 eV. The value obtained for the HOMO energy (spin up / spin down) is -12.47 / -12.47 eV. As for the total energy: -5182.58808 a.u. The value obtained for the orbital gap (spin up / spin down) is 7.290 / 7.364 eV.

Last column: Mulliken spin population.
Cartesian coordinates (Å):
Mn -0.0686 0.1280 -0.2041  0.93
O -2.5041 -0.9277 -0.2042  -0.01
S -1.3737 -1.5779 0.5347  0.02
C -1.2833 -3.2587 -0.0206  0.02
C -1.4584 -4.2994 0.8660  0.00
C -1.6205 -5.6342 0.4492  0.00
C -1.6877 -5.8851 -0.8926  0.00
C -1.9621 -7.1582 -1.6561  0.00
C -1.8432 -6.7588 -3.1479  0.00
C -1.5579 -5.2781 -3.1282  0.00
C -1.3605 -4.3857 -4.1415  0.00
C -0.9829 -3.0743 -3.8034  0.00
C -0.8699 -2.6207 -2.5011  0.01
P 0.0998 -1.1052 -2.2564  -0.01
C -0.5777 0.1458 -3.3748  0.01
C 0.2474 1.1052 -3.9661  0.00
C -0.3138 2.1667 -4.6652  0.00
C -1.6939 2.2854 -4.7675  0.00
C -2.5171 1.3426 -4.1694  0.00
C -1.9662 0.2744 -3.4733  -0.01
C 1.7238 -1.6400 -2.8603  -0.04
C 2.1266 -1.5382 -4.1903  0.00
C 3.3665 -2.0255 -4.5767  0.00
C 4.1984 -2.6337 -3.6454  0.00
C 3.7902 -2.7628 -2.3243  0.01
C 2.5577 -2.2649 -1.9341  0.03
C -1.1992 -3.4997 -1.4310  -0.02
C -1.4775 -4.8277 -1.7986  0.00
C -1.7227 -1.7289 2.2459  -0.01
C -2.9938 -2.1288 2.5938  0.00
C -3.3167 -2.5340 3.9003  0.00
C -2.2886 -2.6337 4.8065  0.00
C -2.2699 -3.1050 6.2404  0.00
C -0.7788 -3.0233 6.6727  0.00
C -0.0752 -2.3821 5.5025  0.00
C 1.2149 -1.9724 5.3243  0.00
C 1.5408 -1.3081 4.1256  -0.01
C 0.6598 -1.1192 3.0770  -0.01
P 1.0962 0.1754 1.8619  0.10
C 0.3669 1.6853 2.5952  0.01
C 0.6369 2.9028 1.9597  -0.01
C 0.1059 4.0875 2.4407  0.00
C -0.7160 4.0736 3.5625  0.00
C -0.9858 2.8753 4.2033  0.00
C -0.4436 1.6853 3.7295  0.02
C 2.8918 0.3705 2.0382  -0.01
C 3.6940 -0.6294 1.4751  0.01
C 5.0688 -0.5858 1.6296  0.00
C 5.6555 0.4591 2.3344  0.00
C 4.8690 1.4600 2.8837  0.00
C 3.4874 1.4150 2.7477  0.00
C -0.6553 -1.6709 3.1894  0.01
C -0.9924 -2.2129 4.4404  0.00
H -1.4887 -4.0923 1.9236  0.00
H -1.7434 -6.4144 1.1879  0.00
H -2.9589 -7.5311 -1.4180  0.00
H -1.2597 -7.9448 -1.3808  0.00
H -2.7522 -6.9824 -3.7057  0.00
H -1.0309 -7.2918 -3.6434  0.00
H -1.4268 -4.6748 -5.1822  0.00
H -0.7189 -2.3989 -4.6094  0.00
H 1.3282 1.0348 -3.8756  0.00
H 0.3316 2.8939 -5.1406  0.00
H -2.1268 3.1078 -5.3226  0.00
H -3.5923 1.4320 -4.2524  0.00
H -2.6125 -0.4560 -3.0007  0.00
H 1.4790 -1.0793 -4.9280  0.00
H 3.6817 -1.9364 -5.6078  0.00
H 5.1631 -3.0150 -3.9524  0.00
H 4.4310 -3.2534 -1.6029  0.00
H 2.2302 -2.3622 -0.9044  -0.01
H -3.7522 -2.1568 1.8180  0.00
H -4.3325 -2.8122 4.1471  0.00
H -2.6745 -4.1129 6.3318  0.00
H -2.9015 -2.4597 6.8534  0.00
H -0.3672 -4.0162 6.8590  0.00
H -0.6409 -2.4505 7.5885  0.00
H 1.9681 -2.0892 6.0923  0.00
H 2.5316 -0.8833 4.0519  0.00
H 1.3029 2.9226 1.1038  0.00
H 0.3421 5.0244 1.9514  0.00
H -1.1324 4.9974 3.9415  0.00
H -1.6133 2.8633 5.0850  0.00
H -0.6551 0.7658 4.2558  0.00
H 3.2389 -1.4435 0.9194  0.00
H 5.6862 -1.3666 1.2054  0.00
H 6.7308 0.4883 2.4563  0.00
H 5.3265 2.2702 3.4356  0.00
H 2.8817 2.1858 3.2037  0.00
N 1.5966 3.6560 -1.7865  0.00
C 2.9372 3.7858 -1.3328  0.00
C 3.5199 5.0266 -1.1350  0.00
C 4.8112 5.0965 -0.6373  0.00
C 5.5006 3.9421 -0.3009  0.00
C 4.9030 2.7044 -0.4772  0.00
C 3.6302 2.6322 -1.0216  0.00
S 2.8452 1.1108 -1.4179  0.00
N 1.2180 1.5012 -1.0111  -0.04
C 0.7970 2.6581 -1.3129  0.02
C -0.6197 2.9184 -1.0117  -0.01
C -1.2798 4.0947 -1.2966  0.00
C -2.6025 4.2373 -0.8896  0.00
C -3.2080 3.2016 -0.2079  0.00
C -2.4812 2.0501 0.0218  0.01
N -1.2153 1.9135 -0.3724  -0.01
H 1.1332 4.5329 -1.9777  0.00
H 2.9738 5.9336 -1.3710  0.00
H 5.2754 6.0640 -0.5029  0.00
H 6.5042 4.0047 0.0979  0.00
H 5.4210 1.7935 -0.2108  0.00
H -0.7936 4.8991 -1.8319  0.00
H -3.1436 5.1502 -1.1006  0.00
H -4.2295 3.2715 0.1372  0.00
H -2.9179 1.1986 0.5229  0.00